<i>
{"formula": "C3H4FN", "method": "ωB97M-V with the def2-TZVPD basis set", "symbols": ["C", "C", "C", "N", "F", "H", "H", "H", "H"], "positions_angstrom": [[-1.47, 1.13, 0.03], [1.62, -0.68, -0.04], [-0.45, 0.31, -0.04], [0.84, 0.32, 0.12], [-0.93, -1.42, 0.00], [-2.36, 0.63, -0.12], [-1.15, 2.11, 0.09], [2.69, -0.78, 0.18], [1.22, -1.61, -0.23]], "homo_lumo_gap_ev": 9.85, "lumo_energy_ev": -0.36, "total_charge": 0}

---

<ii>
{"formula": "C3H4FN", "method": "ωB97M-V with the def2-TZVPD basis set", "symbols": ["C", "C", "C", "N", "F", "H", "H", "H", "H"], "positions_angstrom": [[1.79, -0.31, 0.05], [-1.08, -0.28, 0.21], [-0.01, 0.65, -0.24], [2.82, -0.81, -0.02], [0.22, 1.81, 0.40], [-2.20, -0.18, 0.01], [-0.94, -0.41, 1.28], [-0.67, -1.18, -0.33], [0.07, 0.69, -1.36]], "homo_lumo_gap_ev": 11.52, "lumo_energy_ev": -0.10, "total_charge": 0}

---

<iii>
{"formula": "C3H4FN", "method": "ωB97M-V with the def2-TZVPD basis set", "symbols": ["C", "C", "C", "N", "F", "H", "H", "H", "H"], "positions_angstrom": [[-0.70, -1.92, -0.12], [0.79, 1.95, -0.19], [1.77, -0.30, 0.25], [1.47, 0.88, -0.07], [2.96, -0.89, 0.01], [-1.39, -1.05, -0.22], [-0.97, -2.59, -0.90], [-0.13, 1.92, -0.96], [0.81, 2.79, 0.50]], "homo_lumo_gap_ev": [7.84, 7.73], "lumo_energy_ev": [-0.75, -0.55], "total_charge": 0}

---

The energetic minimum among the shown structures is <ii>; the next structure lies 0.0123 hartree above.